The following is a DFT calculation (ωB97M-V/def2-TZVPD) of a molecular structure, C27H18ClN3O5RbS5 in a non-equilibrium geometry.

Summary:
**Molar mass**: 745.7 g mol⁻¹
**HOMO energy**: -4.232 eV
**Frontier orbital gap**: 5.75 eV

ORCA input file:
```
! RIJCOSX wB97M-V def2-TZVPD def2/J DEFGRID3
* xyz -1 1
Rb -0.15834 0.02024 0.00208
O -2.81150 -3.49202 1.31867
C -2.18546 -2.58170 0.54992
O -2.23007 -1.40448 0.76472
C -1.43780 -3.21350 -0.59677
C -1.64162 -4.53011 -0.98473
C -0.83804 -5.03535 -1.99081
C 0.11011 -4.21427 -2.58251
C 0.19224 -2.89330 -2.16663
N -0.55727 -2.42210 -1.18485
C 1.14421 -1.86410 -2.75083
O 1.81157 -2.21562 -3.86801
O 1.32631 -0.79540 -2.25071
H -3.23985 -2.99610 2.03500
H -2.39779 -5.13225 -0.50253
H -0.93634 -6.06498 -2.30774
H 0.76819 -4.62468 -3.33816
H 1.46156 -3.03623 -4.23628
Cl 0.16859 -1.22898 7.77116
C 0.34853 -1.09340 6.02947
C 0.63372 -2.24229 5.27133
C 0.80634 -2.13855 3.91983
C 0.74441 -0.88281 3.20974
O 0.95948 -0.83998 1.96999
C 0.40448 0.26492 4.01871
C 0.18609 1.59747 3.50226
N 0.38230 2.01863 2.30814
C 0.14124 3.36494 2.00026
C 0.15177 4.39563 2.91296
C -0.16614 5.71980 2.54895
C -0.45201 6.04149 1.25520
C -0.36740 5.03878 0.25922
C -0.51629 5.32690 -1.11881
C -0.34198 4.34378 -2.04528
C -0.05447 3.03969 -1.58859
N 0.05833 2.73079 -0.32234
C -0.06936 3.70472 0.61696
C 0.21635 0.11415 5.40773
H 0.70938 -3.20146 5.77005
H 1.02841 -3.01478 3.32200
H -0.22261 2.28501 4.25660
H 0.41208 4.19002 3.94301
H -0.18538 6.48665 3.31407
H -0.71221 7.05334 0.96863
H -0.74837 6.34236 -1.42096
H -0.41437 4.54676 -3.10574
H 0.09811 2.22674 -2.29551
H -0.02919 0.98991 5.99976
C -0.80908 2.37941 -5.68238
S -2.01691 1.08162 -6.07707
C -3.22167 1.40071 -4.85217
C -3.40720 0.67706 -3.70948
S -2.60002 -0.71697 -3.14600
S -4.68518 1.35270 -2.69238
C -5.15942 2.70092 -3.65416
S -6.35264 3.76988 -3.23758
S -4.26248 2.78795 -5.11162
H -0.07809 2.40284 -6.49079
H -0.31175 2.14840 -4.74082
H -1.30843 3.34553 -5.61804
*
```

natural (NBO) atomic charge list, values in e, 6 entries: 0.929 -0.681 0.774 -0.562 0.095 -0.185